Here is a molecular structure, C27H35Br24N2O3P at a distorted geometry from the Open Molecules 2025 dataset. Energies are from wB97M-V/def2-TZVPD.

Last column: Mulliken charge in e.
Positions of all 92 atoms, in Å:
C  2.321  -1.544  -0.077  -1.821
C  1.559  -2.848  -0.081  2.060
C  1.997  -3.865  0.764  -0.781
C  1.346  -5.084  0.791  -0.653
C  0.252  -5.294  -0.042  -1.207
C  -0.186  -4.275  -0.857  -0.631
C  0.450  -3.029  -0.896  0.793
C  -0.127  -1.984  -1.814  -2.253
C  -0.738  -0.743  -1.085  -0.183
O  -0.790  -1.000  0.306  0.329
C  -1.557  -0.073  1.034  1.877
C  -1.611  1.356  0.457  -2.450
N  -0.312  2.001  0.280  0.708
C  -3.047  -0.524  1.244  -1.071
C  -3.491  -1.616  0.299  0.086
C  -4.154  -1.232  -0.869  -0.682
C  -4.626  -2.152  -1.782  -0.801
C  -4.455  -3.512  -1.563  -0.689
C  -3.794  -3.901  -0.410  -0.516
C  -3.317  -2.981  0.517  1.708
C  -2.652  -3.519  1.762  -1.635
P  -0.783  -0.044  2.735  0.333
N  -0.407  -1.458  3.259  -0.593
O  -1.827  0.698  3.725  -0.386
O  0.541  0.901  2.765  -0.104
H  2.038  -0.910  -0.913  0.182
H  3.391  -1.757  -0.121  0.724
H  2.160  -1.026  0.867  -0.129
H  2.859  -3.713  1.399  0.515
H  1.721  -5.848  1.457  0.438
H  -0.252  -6.250  -0.005  0.437
H  -1.043  -4.455  -1.493  0.461
H  -0.846  -2.420  -2.504  0.451
H  0.688  -1.614  -2.441  0.446
H  -1.729  -0.599  -1.513  0.231
H  -0.081  0.097  -1.306  0.413
H  -2.191  1.411  -0.466  0.430
H  -2.188  1.944  1.183  0.499
H  -0.146  2.675  1.010  -0.142
H  -0.259  2.463  -0.616  -0.047
H  -3.251  -0.856  2.261  0.453
H  -3.689  0.340  1.077  0.562
H  -4.335  -0.187  -1.092  0.394
H  -5.141  -1.839  -2.680  0.414
H  -4.836  -4.259  -2.242  0.429
H  -3.677  -4.963  -0.232  0.418
H  -3.180  -4.411  2.096  0.652
H  -2.610  -2.750  2.527  0.008
H  -1.620  -3.824  1.574  0.017
H  -0.618  -2.161  2.559  -0.017
H  -2.299  -0.014  4.186  0.052
H  0.637  1.166  3.694  0.235
C  -2.027  5.323  2.776  -0.404
Br  -3.684  4.580  3.412  -0.042
Br  -0.530  4.201  3.229  0.001
Br  -2.107  5.725  0.891  -0.040
H  -1.879  6.261  3.291  0.425
C  3.572  -3.858  -4.310  -0.459
Br  2.568  -3.658  -2.666  0.254
Br  2.678  -5.031  -5.554  -0.057
Br  3.992  -2.153  -5.113  0.006
H  4.516  -4.322  -4.060  0.368
C  5.290  0.070  2.970  -0.386
Br  3.471  0.693  2.901  0.161
Br  6.293  0.942  4.366  -0.066
Br  5.381  -1.848  3.120  -0.040
H  5.755  0.337  2.032  0.358
C  2.493  4.244  0.412  0.343
Br  1.218  5.666  0.150  0.184
Br  3.744  4.125  -1.059  -0.059
Br  3.409  4.413  2.101  -0.080
H  1.934  3.316  0.435  -0.321
C  5.132  1.080  -7.603  -0.325
Br  4.132  1.352  -5.979  0.000
Br  4.207  -0.100  -8.810  0.001
Br  5.588  2.751  -8.445  -0.052
H  6.058  0.596  -7.330  0.341
C  0.031  3.142  -4.646  -0.413
Br  -1.730  3.923  -4.730  -0.042
Br  1.019  3.792  -3.121  0.108
Br  -0.048  1.222  -4.698  -0.010
H  0.565  3.462  -5.529  0.347
C  0.706  9.634  -0.339  -0.312
Br  -0.823  8.715  -1.075  -0.029
Br  2.357  9.014  -1.110  -0.012
Br  0.526  11.544  -0.497  -0.054
H  0.737  9.403  0.716  0.351
C  -2.917  -1.706  7.089  -0.324
Br  -3.652  -2.948  8.364  -0.054
Br  -1.128  -2.162  6.574  0.015
Br  -4.065  -1.519  5.546  -0.050
H  -2.878  -0.740  7.571  0.403

Its highest occupied orbital energy is -8.643 eV. As for the net charge: 0. The calculation puts the gap between HOMO and LUMO at 8.24 eV.



Here is 4 unconnected molecules or ions with the total composition C27H35ClF4I2NO3P2 from the Open Molecules 2025 dataset. Energies are from wB97M-V/def2-TZVPD.

Last column: Mulliken charge in e.
Positions of all 75 atoms, in Å:
C  4.378  0.379  1.923  -1.571
C  2.918  -0.024  2.087  1.225
F  2.370  0.927  2.980  -0.393
C  2.112  -0.172  0.798  -0.537
P  0.550  0.902  0.505  1.270
C  1.098  1.381  -1.236  -1.151
N  2.126  2.430  -1.194  -0.474
C  -1.080  2.124  0.302  -1.416
I  -1.364  3.277  2.123  -0.092
C  -2.389  1.564  -0.259  0.394
C  -3.689  1.692  0.510  -1.670
I  -2.769  2.387  -2.277  -0.007
O  -0.317  -0.438  -0.273  -0.611
C  -0.811  -1.412  0.588  -0.828
C  -0.998  -0.715  1.952  0.368
P  -0.852  -1.723  3.499  0.176
O  -2.027  -2.857  3.166  -0.556
Cl  0.800  -2.932  3.097  -0.255
O  -0.113  0.328  2.036  -0.345
H  4.927  -0.011  2.779  0.336
H  4.816  -0.020  1.006  0.338
H  4.451  1.467  1.903  0.383
H  2.866  -0.961  2.647  -0.247
H  1.828  -1.223  0.709  -0.210
H  2.787  0.038  -0.038  0.417
H  1.147  2.017  1.138  0.234
H  1.510  0.491  -1.716  0.263
H  0.223  1.665  -1.832  0.321
H  2.814  2.301  -1.926  0.221
H  1.724  3.349  -1.327  0.197
H  -0.726  2.937  -0.327  0.887
H  -2.204  0.529  -0.530  0.288
H  -3.973  2.733  0.661  0.442
H  -3.556  1.247  1.500  0.367
H  -4.494  1.171  -0.010  0.449
H  -0.129  -2.271  0.655  0.193
H  -1.777  -1.780  0.211  0.411
H  -2.051  -0.355  2.037  -0.120
H  -2.665  -2.529  2.522  0.345
F  -4.896  4.463  -5.812  -0.304
C  -5.609  3.357  -6.109  0.411
C  -5.605  2.302  -5.220  -0.363
C  -6.345  1.174  -5.546  -0.380
C  -7.066  1.115  -6.731  -0.525
C  -7.049  2.195  -7.602  -0.259
C  -6.315  3.332  -7.296  -0.495
H  -5.037  2.357  -4.300  0.363
H  -6.350  0.334  -4.863  0.364
H  -7.639  0.229  -6.975  0.362
H  -7.608  2.155  -8.529  0.344
H  -6.282  4.188  -7.956  0.412
F  3.586  -3.125  0.212  -0.287
C  3.114  -3.515  -0.987  0.536
C  2.903  -4.863  -1.202  -0.671
C  2.420  -5.266  -2.439  -0.260
C  2.158  -4.330  -3.430  -0.592
C  2.377  -2.982  -3.181  -0.429
C  2.859  -2.558  -1.951  -0.089
H  3.109  -5.568  -0.408  0.427
H  2.244  -6.318  -2.624  0.353
H  1.775  -4.649  -4.391  0.380
H  2.162  -2.246  -3.945  0.373
H  3.013  -1.512  -1.725  0.294
F  5.511  -0.139  5.013  -0.380
C  4.287  -0.007  5.580  0.476
C  3.375  -1.029  5.405  -0.342
C  2.096  -0.860  5.914  -0.179
C  1.756  0.304  6.589  -0.773
C  2.699  1.310  6.751  -0.303
C  3.981  1.165  6.239  -0.549
H  3.654  -1.909  4.843  0.399
H  1.355  -1.632  5.751  0.479
H  0.751  0.439  6.963  0.382
H  2.431  2.228  7.257  0.350
H  4.725  1.946  6.319  0.431

Its highest occupied orbital energy is -4.758 eV. As for the net charge: -1. The calculation puts the gap between HOMO and LUMO at 7.09 eV. As for the relative energy (zero: lowest compared OMol25 entry of this formula, charge and spin): 0.0 kcal/mol.



Here is a single C27H35FNO6PS molecule at a distorted geometry from the Open Molecules 2025 dataset. Energies are from wB97M-V/def2-TZVPD.

Last column: Mulliken charge in e.
Positions of all 72 atoms, in Å:
C  1.726  -0.166  4.392  -0.978
C  1.827  1.172  3.557  0.251
C  0.518  2.044  3.547  -0.606
O  -0.660  1.362  3.054  -0.290
C  -0.810  1.444  1.653  0.035
O  0.343  1.748  0.878  0.351
C  0.289  3.015  0.263  0.325
O  0.419  4.064  0.810  -0.476
C  0.100  3.013  -1.289  0.232
C  -1.161  3.422  -1.930  -0.133
C  -1.267  3.350  -3.379  -0.561
C  -0.163  2.891  -4.240  -0.423
C  1.092  2.500  -3.612  -0.731
C  1.192  2.575  -2.162  -0.156
O  -1.867  2.315  1.166  -0.495
C  -2.813  1.673  0.309  -0.240
O  -3.891  2.093  0.070  -0.485
C  -2.047  0.365  -0.104  0.542
C  -2.753  -0.730  -0.974  0.727
F  -1.713  -1.319  -1.778  -0.458
C  -3.802  -0.155  -2.007  -0.708
C  -5.302  -0.508  -1.638  -1.092
C  -1.465  0.013  1.309  0.311
C  -0.415  -1.153  1.474  0.880
C  -0.996  -2.591  1.245  -0.817
C  -0.379  -3.420  0.055  -1.118
N  0.637  -2.723  -0.763  -0.093
C  1.958  -3.043  -0.183  -0.695
C  3.137  -2.297  -0.866  0.423
C  3.970  -2.919  -1.912  -0.577
C  5.101  -2.203  -2.512  -0.550
C  5.449  -0.852  -2.092  -0.525
C  4.629  -0.200  -1.081  -0.478
C  3.505  -0.926  -0.497  0.253
O  2.739  -0.258  0.479  -0.324
P  -2.768  -0.144  2.684  0.091
S  -4.396  -1.079  2.090  -0.381
H  2.609  -0.210  5.091  0.311
H  1.891  -1.023  3.678  0.155
H  0.789  -0.272  4.990  0.268
H  2.623  1.809  4.044  0.563
H  2.166  1.013  2.505  -0.235
H  0.300  2.298  4.626  0.418
H  0.740  3.017  3.046  0.301
H  -2.017  3.759  -1.293  0.419
H  -2.227  3.637  -3.876  0.361
H  -0.337  2.883  -5.337  0.372
H  1.949  2.156  -4.238  0.380
H  2.151  2.257  -1.694  0.375
H  -1.270  0.766  -0.826  -0.274
H  -3.229  -1.556  -0.395  0.248
H  -3.598  -0.662  -2.995  0.496
H  -3.658  0.938  -2.194  0.234
H  -5.774  0.332  -1.069  0.222
H  -5.853  -0.595  -2.619  0.376
H  -5.412  -1.473  -1.085  0.263
H  -0.083  -1.102  2.552  0.114
H  0.478  -0.878  0.866  -0.587
H  -0.839  -3.187  2.191  0.576
H  -2.113  -2.552  1.118  0.250
H  -1.227  -3.733  -0.621  0.538
H  0.038  -4.388  0.469  0.267
H  0.540  -3.101  -1.707  0.291
H  1.937  -2.714  0.895  0.185
H  2.151  -4.148  -0.258  0.589
H  3.712  -3.958  -2.219  0.342
H  5.714  -2.717  -3.294  0.329
H  6.321  -0.292  -2.505  0.363
H  4.845  0.834  -0.712  0.391
H  2.106  0.296  -0.017  -0.189
H  -3.207  1.134  3.153  0.114
H  -2.178  -0.938  3.711  0.139

Its highest occupied orbital energy is -8.460 eV. As for the net charge: 0. The calculation puts the gap between HOMO and LUMO at 8.81 eV. Its SMILES is CCCO[C@]1(OC(=O)c2ccccc2)OC(=O)[C@H]([C@H](F)CC)[C@]1(CCCNCc1ccccc1O)[PH2]=S.



> Which of these has the lowest gap between HOMO and LUMO?

C27H35ClF4I2NO3P2



> The highest gap between HOMO and LUMO belongs to which entry?

C27H35FNO6PS



> What is the highest occupied orbital energy in the second record?

-4.758 eV



> Look up the gap between HOMO and LUMO of the third one.

8.81 eV